[1]
This record from the OMol25 dataset describes a 5-piece molecular cluster, C27H43F2N4O20S6Si overall in a non-equilibrium geometry. The level of theory is ωB97M-V/def2-TZVPD.

* net charge: +1
* 2S+1: 1
* calculated total energy: -5656.38263 Ha

Last column: Mulliken charge in e.
Positions of all 103 atoms, in Å:
C  -6.326  2.619  0.137  -1.57
C  -5.358  1.438  0.204  0.19
C  -4.030  1.751  0.850  -0.40
O  -3.581  3.079  0.544  -0.26
C  -2.397  3.454  1.006  0.27
O  -1.975  4.526  0.732  -0.56
C  -1.527  2.510  1.866  -0.19
S  -0.422  3.535  2.865  0.01
N  1.180  3.231  2.264  0.26
N  1.657  3.970  1.300  -0.39
N  2.885  3.593  1.037  -0.29
C  3.183  2.609  1.876  -0.27
N  2.130  2.340  2.667  0.92
C  2.147  1.313  3.760  0.29
F  2.229  1.965  4.933  -0.28
F  3.332  0.693  3.562  -0.36
C  1.065  0.244  3.778  -0.63
C  1.247  -0.702  2.580  -0.46
Si  -0.143  -1.987  2.274  0.13
C  -1.670  -1.687  3.345  -1.13
C  0.471  -3.699  2.697  -1.22
C  -0.572  -1.805  0.449  0.91
C  -1.891  -1.863  -0.073  -0.53
C  -2.121  -1.681  -1.459  -0.18
C  -1.033  -1.440  -2.329  -0.81
C  0.288  -1.397  -1.825  -1.23
C  0.521  -1.571  -0.441  -0.48
O  -5.151  0.796  -1.074  -0.21
C  -5.858  -0.350  -1.243  0.61
O  -5.612  -1.337  -0.617  -0.55
C  -6.953  -0.381  -2.308  -0.42
S  -7.293  1.236  -3.078  -0.19
H  -6.138  3.231  -0.740  0.32
H  -6.207  3.195  1.057  0.44
H  -7.340  2.224  0.148  0.37
H  -5.825  0.683  0.845  0.46
H  -3.290  1.041  0.488  0.39
H  -4.116  1.630  1.933  0.34
H  -2.069  1.872  2.564  0.48
H  -0.984  1.831  1.199  0.13
H  4.123  2.084  1.949  0.66
H  1.252  -0.314  4.699  0.38
H  0.065  0.654  3.874  0.16
H  2.184  -1.258  2.639  0.52
H  1.317  -0.080  1.678  0.29
H  -2.010  -2.615  3.808  0.38
H  -2.502  -1.321  2.757  0.25
H  -1.515  -0.979  4.166  0.36
H  -0.285  -4.461  2.500  0.36
H  0.667  -3.738  3.775  0.35
H  1.406  -3.966  2.201  0.39
H  -2.731  -2.039  0.590  0.46
H  -3.129  -1.697  -1.857  0.45
H  -1.180  -1.279  -3.392  0.51
H  1.150  -1.209  -2.454  0.48
H  1.538  -1.530  -0.062  0.54
H  -7.879  -0.741  -1.866  0.40
H  -6.651  -1.065  -3.098  -0.01
H  -8.347  1.623  -2.345  0.12
C  2.691  -3.577  -5.081  -0.33
C  2.730  -5.090  -5.092  -0.42
O  2.771  -5.452  -3.703  -0.31
S  1.947  -4.391  -2.841  1.18
O  0.642  -4.896  -2.605  -0.55
O  2.771  -3.928  -1.782  -0.54
O  1.847  -3.250  -3.964  -0.27
H  3.679  -3.151  -4.902  0.30
H  2.278  -3.162  -5.997  0.32
H  3.599  -5.485  -5.610  0.32
H  1.823  -5.513  -5.529  0.29
C  -4.432  -4.230  -3.626  -0.18
C  -3.993  -3.322  -4.756  -0.16
O  -4.698  -3.812  -5.902  -0.36
S  -6.126  -4.389  -5.453  1.07
O  -7.108  -3.386  -5.662  -0.52
O  -6.257  -5.702  -5.965  -0.53
O  -5.823  -4.468  -3.878  -0.34
H  -3.908  -5.187  -3.656  0.36
H  -4.301  -3.775  -2.648  0.18
H  -2.921  -3.357  -4.931  0.26
H  -4.300  -2.288  -4.581  0.26
C  6.253  3.151  -1.692  -0.37
C  5.439  2.060  -1.026  -0.08
O  5.436  0.987  -1.964  -0.29
S  6.828  0.978  -2.779  1.10
O  7.700  0.037  -2.180  -0.53
O  6.525  0.952  -4.162  -0.52
O  7.306  2.450  -2.359  -0.31
H  5.664  3.685  -2.441  0.33
H  6.665  3.863  -0.981  0.30
H  4.419  2.369  -0.810  0.18
H  5.922  1.709  -0.107  0.19
C  4.582  4.726  6.406  -0.31
C  4.511  4.470  4.914  -0.06
O  5.620  5.180  4.372  -0.34
S  6.838  5.171  5.430  1.10
O  7.730  4.126  5.084  -0.53
O  7.270  6.504  5.618  -0.51
O  5.979  4.699  6.702  -0.33
H  4.190  5.712  6.660  0.31
H  4.060  3.969  6.987  0.30
H  3.582  4.828  4.472  0.29
H  4.642  3.407  4.688  0.07

[2]
This record from the OMol25 dataset describes C27H43F3N7O2ScSeSi as an isolated structure in a non-equilibrium geometry. The level of theory is ωB97M-V/def2-TZVPD.

* net charge: 0
* 2S+1: 1
* energy relative to the best compared isomer or geometry (same formula, charge and spin): 0.0 kcal per mole

Last column: Mulliken charge in e.
Positions of all 85 atoms, in Å:
Sc  0.646  0.047  -0.007  -1.07
C  2.261  1.112  3.279  -1.67
C  2.088  2.438  2.945  -0.40
C  2.195  2.565  1.568  -1.79
C  2.443  1.257  1.023  0.25
C  2.501  0.349  2.141  0.06
H  2.314  0.710  4.300  0.46
H  1.932  3.281  3.607  0.74
H  2.183  3.427  0.947  0.86
H  2.829  1.061  0.016  0.53
H  2.831  -0.691  2.037  0.44
C  -1.779  -3.237  1.301  -0.93
N  -1.691  -3.443  -0.120  0.37
C  -2.515  -4.553  -0.660  -1.13
C  -1.157  -2.484  -0.927  -0.78
N  -1.117  -1.170  -0.514  2.31
C  -2.320  -0.573  -0.093  0.53
C  -3.578  -0.979  -0.530  -0.82
C  -4.694  -0.229  -0.212  -1.05
C  -4.606  0.842  0.633  -1.08
C  -3.386  1.230  1.101  -0.35
C  -2.218  0.560  0.728  -0.35
N  -0.950  1.063  0.972  2.74
C  -0.963  2.032  1.935  -1.65
N  -1.137  1.681  3.229  0.70
C  -1.009  0.295  3.634  -0.90
C  -1.948  2.479  4.126  -1.32
N  -0.789  3.285  1.575  0.70
C  -0.845  3.658  0.154  -1.01
C  -0.263  4.325  2.431  -1.49
N  -0.747  -2.847  -2.153  0.29
C  -0.015  -4.093  -2.324  -1.20
C  -0.610  -1.812  -3.172  -0.77
H  -1.494  -4.138  1.846  0.45
H  -2.844  -3.041  1.611  0.34
H  -1.087  -2.406  1.545  0.05
H  -2.129  -5.570  -0.389  0.27
H  -2.522  -4.471  -1.762  0.38
H  -3.533  -4.406  -0.328  0.41
H  -3.667  -1.793  -1.217  0.50
H  -5.692  -0.485  -0.644  0.27
H  -5.476  1.452  0.840  0.42
H  -3.354  2.131  1.732  0.31
H  -0.168  -0.144  3.073  0.13
H  -1.889  -0.329  3.486  0.26
H  -0.783  0.282  4.716  0.37
H  -2.153  3.435  3.613  0.49
H  -1.412  2.733  5.034  0.34
H  -2.894  2.004  4.325  0.36
H  -1.325  2.865  -0.418  0.10
H  0.182  3.738  -0.244  0.26
H  -1.373  4.587  0.035  0.44
H  -0.017  3.975  3.426  0.46
H  -0.989  5.122  2.497  0.34
H  0.598  4.720  1.899  0.50
H  -0.515  -4.729  -3.059  0.33
H  0.024  -4.608  -1.373  0.42
H  0.998  -3.819  -2.650  0.31
H  -1.350  -1.027  -3.066  0.12
H  -0.679  -2.208  -4.163  0.51
H  0.384  -1.373  -3.126  0.02
F  0.292  2.505  -4.580  -0.28
C  1.312  1.827  -4.030  0.80
F  2.473  2.336  -4.439  -0.27
F  1.206  0.593  -4.551  -0.20
C  1.218  1.961  -2.446  -0.04
O  1.574  3.032  -2.022  -0.61
O  0.795  0.900  -1.820  0.59
N  -3.638  2.347  -3.113  -0.23
C  -2.778  1.662  -2.729  -0.03
H  -4.213  3.069  -3.533  0.24
C  4.779  -3.402  -1.410  -1.13
Si  3.946  -1.781  -0.991  0.73
C  3.606  -0.819  -2.602  -0.69
C  5.109  -0.828  0.127  -1.13
Se  1.944  -2.253  -0.046  -0.61
H  5.629  -3.369  -2.103  0.36
H  4.062  -4.179  -1.756  0.26
H  5.192  -3.810  -0.485  0.28
H  4.537  -0.456  -3.001  0.55
H  2.966  0.041  -2.435  -0.29
H  3.158  -1.481  -3.329  0.24
H  6.079  -0.724  -0.380  0.42
H  5.225  -1.407  1.079  0.23
H  4.803  0.156  0.390  0.43

[3]
This record from the OMol25 dataset describes one molecule with the formula C27H43FN5O7P in a non-equilibrium geometry. The level of theory is ωB97M-V/def2-TZVPD.

* net charge: 0
* 2S+1: 1
* calculated total energy: -2296.40626 Ha

Last column: Mulliken charge in e.
Positions of all 84 atoms, in Å:
C  5.101  2.909  0.195  -1.25
C  4.410  1.880  1.072  -0.42
O  4.013  0.762  0.258  0.18
P  4.573  -0.675  0.661  0.81
O  4.100  -1.754  -0.211  -0.78
C  4.099  -0.961  2.371  -0.92
C  2.580  -0.778  2.573  -0.95
C  1.723  -1.970  2.088  -0.58
C  0.625  -1.579  1.129  -0.03
N  0.969  -0.844  0.108  -0.30
C  -0.018  -0.494  -0.761  0.16
C  0.326  0.266  -1.916  0.63
C  1.786  0.576  -2.102  -1.22
C  -0.677  0.641  -2.811  0.31
C  -0.349  1.466  -4.006  0.03
O  0.347  2.421  -3.984  -0.48
N  -0.859  0.999  -5.303  -0.32
C  -1.637  1.902  -5.978  0.51
O  -2.096  2.908  -5.617  -0.42
F  -1.865  1.438  -7.207  -0.28
C  -2.052  0.266  -2.581  0.30
N  -3.023  0.687  -3.526  -0.49
C  -2.375  -0.469  -1.452  0.86
C  -3.799  -0.862  -1.140  -1.67
C  -4.661  0.325  -0.641  -0.71
C  -3.938  1.294  0.267  0.02
C  -4.867  2.440  0.729  -0.86
C  -4.580  2.896  2.152  -0.52
O  -4.606  4.311  2.230  -0.36
C  -3.703  4.851  3.170  -0.70
C  -1.349  -0.862  -0.545  0.15
N  -1.685  -1.620  0.534  0.11
C  -0.728  -1.996  1.337  0.08
C  -1.138  -2.883  2.496  -0.80
C  -2.318  -3.829  2.203  -0.59
O  -3.575  -3.183  2.171  -0.52
C  -2.113  -4.663  0.954  -0.57
N  -3.350  -5.367  0.582  -0.60
O  6.166  -0.513  0.629  -0.35
C  6.708  -0.558  -0.716  -0.09
C  8.008  0.192  -0.768  -1.24
H  4.973  3.918  0.570  0.41
H  6.152  2.670  0.084  0.19
H  4.647  2.859  -0.790  0.27
H  5.068  1.571  1.878  0.36
H  3.527  2.328  1.518  0.43
H  4.589  -0.253  3.036  0.43
H  4.411  -1.949  2.684  0.47
H  2.463  -0.712  3.651  0.43
H  2.223  0.160  2.164  0.32
H  1.308  -2.434  2.969  0.21
H  2.379  -2.672  1.584  0.50
H  1.962  1.211  -2.954  0.55
H  2.143  1.093  -1.221  -0.15
H  2.352  -0.339  -2.242  0.38
H  -0.115  0.633  -5.885  0.35
H  -2.917  0.114  -4.357  0.25
H  -3.954  0.513  -3.178  0.22
H  -3.834  -1.649  -0.402  0.19
H  -4.252  -1.237  -2.057  0.46
H  -5.137  0.860  -1.460  0.26
H  -5.479  -0.103  -0.063  0.51
H  -3.095  1.764  -0.229  0.20
H  -3.582  0.787  1.160  0.13
H  -4.682  3.309  0.103  0.38
H  -5.913  2.181  0.591  0.41
H  -3.594  2.544  2.457  0.45
H  -5.318  2.466  2.834  0.22
H  -3.514  4.178  4.003  0.33
H  -4.129  5.763  3.576  0.25
H  -2.764  5.112  2.679  0.27
H  -1.416  -2.228  3.320  0.22
H  -0.320  -3.529  2.785  0.48
H  -2.326  -4.534  3.040  0.52
H  -3.736  -2.810  3.039  0.34
H  -1.759  -4.062  0.121  0.18
H  -1.344  -5.403  1.153  0.50
H  -3.823  -4.868  -0.154  0.22
H  -3.156  -6.308  0.279  0.23
H  6.796  -1.587  -1.040  0.38
H  6.011  -0.085  -1.405  0.18
H  8.810  -0.297  -0.228  0.30
H  7.866  1.216  -0.442  0.22
H  8.309  0.237  -1.813  0.40

Which value of 2S+1 does entry 1 give? 1